{
  "formula": "C20H16IIrN3O4",
  "method": "ωB97M-V/def2-TZVPD",
  "e_tot_ev": -44587.95746,
  "e_above_lowest_kcal_mol": 5.5,
  "total_charge": 1,
  "mol_weight_g_mol": 681.49,
  "elements": ["Ir", "C", "C", "N", "C", "C", "C", "O", "C", "C", "N", "C", "C", "C", "C", "C", "C", "I", "C", "O", "H", "H", "H", "H", "H", "H", "H", "H", "H", "H", "H", "H", "O", "C", "O", "C", "C", "C", "C", "C", "N", "H", "H", "H", "H"],
  "positions_angstrom": [[-0.371, -0.415, -0.485], [0.772, -4.616, 1.868], [1.704, -3.436, 1.774], [3.053, -3.867, 2.019], [3.999, -3.276, 1.416], [3.876, -2.079, 0.559], [5.175, -1.405, 0.167], [5.187, -0.909, -1.158], [2.648, -1.608, 0.273], [2.514, -0.257, -0.231], [1.468, 0.515, -0.273], [1.771, 1.897, -0.546], [2.973, 2.471, -0.125], [3.269, 3.789, -0.427], [2.368, 4.572, -1.133], [1.150, 4.036, -1.514], [0.874, 2.719, -1.201], [-0.957, 1.875, -1.656], [1.445, -2.360, 0.678], [-0.771, -2.229, -0.003], [1.136, -5.435, 1.252], [-0.245, -4.346, 1.586], [0.782, -4.947, 2.906], [5.008, -3.641, 1.603], [5.998, -2.099, 0.344], [5.353, -0.546, 0.819], [5.383, -1.623, -1.773], [3.452, 0.179, -0.548], [3.671, 1.902, 0.474], [4.205, 4.211, -0.089], [2.597, 5.603, -1.363], [0.423, 4.642, -2.037], [1.300, -2.459, 2.807], [0.829, -1.597, 1.898], [0.173, -0.613, 2.090], [0.498, -2.670, -0.562], [0.680, -4.015, -1.168], [1.292, -4.134, -2.354], [1.654, -3.003, -3.184], [1.214, -1.796, -2.810], [0.622, -1.649, -1.584], [0.307, -4.880, -0.641], [1.458, -5.129, -2.750], [2.134, -3.133, -4.141], [1.267, -0.920, -3.444]],
  "forces_ev_per_a": [[0.129, 0.797, -0.997], [0.072, -0.038, 0.057], [0.095, 0.076, -0.109], [0.145, -0.073, -0.090], [-0.084, -0.043, 0.138], [0.131, 0.114, -0.043], [-0.009, -0.033, -0.030], [0.036, 0.040, 0.013], [0.038, 0.030, 0.003], [0.183, 0.171, -0.271], [0.007, -0.227, 0.144], [0.025, 0.168, 0.214], [-0.032, 0.008, 0.050], [0.000, -0.017, -0.006], [0.032, 0.013, 0.014], [-0.052, 0.066, -0.036], [-0.033, -0.051, 0.047], [-0.197, -0.225, -0.151], [-0.673, -0.240, 0.570], [0.067, 0.152, 0.453], [-0.016, 0.002, -0.003], [-0.004, 0.002, 0.005], [-0.009, -0.002, -0.002], [-0.009, 0.000, -0.015], [0.016, -0.011, -0.025], [0.003, -0.014, 0.037], [-0.035, -0.018, 0.001], [-0.017, 0.088, 0.018], [-0.012, 0.007, 0.028], [-0.005, -0.011, 0.000], [0.001, -0.011, 0.000], [0.007, -0.011, 0.007], [0.038, -0.020, 0.122], [-0.130, -0.141, -0.162], [0.273, -0.141, 0.235], [0.390, -0.034, -0.799], [-0.344, -0.024, 0.402], [0.144, 0.063, -0.374], [0.110, -0.622, -0.058], [-0.486, 0.562, 0.588], [0.147, -0.355, -0.087], [0.047, -0.007, -0.032], [-0.003, 0.012, 0.007], [0.011, -0.063, 0.029], [0.007, 0.063, 0.106]],
  "lowdin_charge": [1.15, 0.02, -0.39, 0.19, -0.03, -0.05, -0.18, -0.04, -0.07, -0.02, -0.06, -0.30, 0.00, -0.04, -0.05, -0.12, -0.61, 1.20, -0.13, -0.24, 0.09, 0.10, 0.11, 0.13, 0.13, 0.14, 0.11, 0.12, 0.12, 0.12, 0.12, 0.11, 0.16, -0.42, 0.11, -0.50, 0.00, -0.06, -0.09, -0.14, -0.14, 0.10, 0.11, 0.10, 0.12]
}